# 1
Density functional theory data (wB97M-V/def2-TZVPD) for C2H4Cl3NO2S in the gas phase at a distorted geometry.

SMILES ... NS(=O)(=O)CC(Cl)(Cl)Cl
E_HOMO ... -0.409 Eh
Strongest force on any atom ... 0.09304 hartree/bohr
E ... -2062.56583 hartree
ΔE to the lowest compared entry with this formula, charge and spin ... 0.000 eV
LUMO energy ... 0.2785 eV

Each line ends with the Mulliken charge.
Atoms and positions in Å:
N1 -2.199 0.062 0.173  -0.568
S1 -0.740 0.839 -0.037  1.109
O1 -0.458 1.751 1.031  -0.575
O2 -0.741 1.317 -1.394  -0.595
C1 0.417 -0.615 -0.126  -1.234
C2 1.881 -0.455 0.035  0.686
Cl1 2.474 -2.094 -0.126  -0.125
Cl2 2.466 0.530 -1.370  -0.113
Cl3 2.421 0.295 1.600  -0.103
H1 -2.693 0.283 1.155  0.304
H2 -2.910 0.294 -0.455  0.286
H3 -0.018 -1.353 0.614  0.471
H4 0.100 -0.854 -1.100  0.457

***

# 2
Density functional theory data (wB97M-V/def2-TZVPD) for a molecular structure, C2H4Cl3P at a distorted geometry.

E_HOMO ... -0.331 Eh
Strongest force on any atom ... 0.08698 hartree/bohr
E ... -1800.35999 hartree
ΔE to the lowest compared entry with this formula, charge and spin ... 3.770 eV
LUMO energy ... -1.2302 eV

Each line ends with the Mulliken charge.
Atoms and positions in Å:
C1 1.270 0.572 -0.301  -0.486
C2 -1.901 0.001 0.717  0.036
P1 -0.220 -0.153 -1.080  -0.022
Cl1 2.112 -0.827 0.621  -0.211
Cl2 -2.666 -1.506 0.270  -0.101
Cl3 -2.828 1.398 0.325  -0.062
H1 2.117 0.866 -0.878  0.348
H2 1.387 1.488 0.362  0.327
H3 0.398 -0.453 -2.374  0.098
H4 0.079 -1.285 -0.604  0.074